Record 1
DFT (wB97M-V/def2-TZVPD) results for a 15-piece molecular cluster, C48H71B2NO46 overall.

Geometry as XYZ:
```
168
Properties=species:S:1:pos:R:3
C 3.140 1.064 8.735
C 2.533 1.378 7.246
B 3.605 2.002 6.168
O 3.027 2.556 4.892
C 5.239 2.067 6.325
O 5.888 2.938 5.507
O 6.072 1.257 7.228
C 7.148 0.550 6.517
B 6.424 -0.675 5.662
O 5.216 -1.295 6.300
N 6.887 -1.208 4.317
C 6.581 -0.262 3.175
C 6.132 -2.479 3.994
H 2.318 0.403 9.294
H 3.245 2.040 9.414
H 4.120 0.405 8.738
H 2.054 0.413 6.790
H 1.680 2.201 7.394
H 2.995 3.558 5.084
H 7.882 0.021 7.295
H 7.839 1.240 5.857
H 4.403 -0.925 5.811
H 6.382 0.843 3.507
H 5.653 -0.592 2.520
H 7.521 -0.301 2.447
H 6.671 -2.994 3.063
H 6.208 -3.257 4.880
H 5.009 -2.319 3.684
C 2.305 6.898 3.058
C 0.894 7.066 2.595
O 0.184 6.114 3.365
C 0.924 5.880 4.488
O 0.532 5.241 5.450
O 2.159 6.454 4.393
H 2.870 7.833 3.020
H 2.843 6.133 2.488
H 0.498 8.063 2.813
H 0.779 6.864 1.527
C -3.770 8.119 5.198
C -2.370 7.703 4.881
O -2.068 8.441 3.713
C -2.890 9.531 3.708
O -2.785 10.469 2.936
O -3.844 9.433 4.679
H -3.973 8.114 6.272
H -4.516 7.497 4.692
H -1.663 7.982 5.669
H -2.287 6.629 4.694
C 3.873 -6.939 3.234
C 5.273 -7.355 2.917
O 5.575 -6.616 1.749
C 4.753 -5.527 1.744
O 4.858 -4.588 0.972
O 3.799 -5.624 2.716
H 3.670 -6.944 4.308
H 3.127 -7.561 2.728
H 5.980 -7.075 3.705
H 5.356 -8.429 2.730
C -4.150 8.733 0.682
C -5.051 9.320 -0.356
O -6.102 8.376 -0.446
C -6.129 7.698 0.739
O -7.014 6.928 1.071
O -5.036 7.993 1.501
H -3.631 9.499 1.264
H -3.410 8.048 0.254
H -5.468 10.285 -0.049
H -4.552 9.438 -1.321
C -9.174 4.215 0.733
C -7.732 4.104 0.359
O -7.484 2.713 0.427
C -8.686 2.087 0.262
O -8.820 0.886 0.097
O -9.717 2.980 0.305
H -9.671 5.051 0.234
H -9.320 4.309 1.815
H -7.537 4.449 -0.662
H -7.080 4.648 1.049
C 3.680 -3.919 -2.261
C 2.936 -5.212 -2.174
O 2.248 -5.275 -3.409
C 2.939 -4.493 -4.289
O 2.725 -4.451 -5.489
O 3.900 -3.763 -3.650
H 4.628 -3.947 -1.719
H 3.088 -3.071 -1.900
H 3.605 -6.075 -2.097
H 2.232 -5.231 -1.337
C 3.500 -3.187 -8.902
C 2.756 -4.480 -8.815
O 2.069 -4.544 -10.050
C 2.759 -3.761 -10.930
O 2.545 -3.719 -12.130
O 3.721 -3.032 -10.292
H 4.449 -3.215 -8.360
H 2.909 -2.339 -8.542
H 3.426 -5.343 -8.738
H 2.053 -4.500 -7.978
C -0.896 2.409 4.821
C -1.797 2.996 3.784
O -2.847 2.053 3.693
C -2.874 1.374 4.878
O -3.760 0.605 5.211
O -1.781 1.670 5.641
H -0.376 3.175 5.404
H -0.156 1.725 4.393
H -2.213 3.962 4.090
H -1.298 3.115 2.818
C -5.189 1.746 -2.261
C -5.364 2.299 -3.638
O -5.222 3.694 -3.449
C -4.493 3.868 -2.308
O -4.040 4.938 -1.938
O -4.338 2.690 -1.638
H -4.730 0.754 -2.265
H -6.132 1.700 -1.705
H -4.587 1.954 -4.328
H -6.345 2.062 -4.060
C 0.176 -5.571 -12.145
C -0.725 -4.983 -13.182
O -1.776 -5.927 -13.272
C -1.803 -6.605 -12.088
O -2.689 -7.375 -11.755
O -0.710 -6.310 -11.325
H 0.695 -4.805 -11.562
H 0.916 -6.255 -12.572
H -1.142 -4.018 -12.876
H -0.226 -4.865 -14.148
C 5.022 -7.397 -13.480
C 4.819 -6.502 -12.302
O 5.074 -7.351 -11.199
C 5.872 -8.362 -11.653
O 6.422 -9.180 -10.936
O 5.972 -8.337 -13.015
H 5.404 -6.859 -14.352
H 4.108 -7.930 -13.763
H 5.532 -5.671 -12.280
H 3.803 -6.100 -12.254
C 6.783 -0.779 10.489
C 7.554 0.449 10.850
O 8.616 -0.053 11.638
C 8.786 -1.362 11.288
O 9.724 -2.055 11.646
O 7.770 -1.793 10.484
H 6.305 -0.698 9.509
H 6.023 -1.030 11.236
H 7.972 0.953 9.973
H 6.954 1.165 11.419
C -13.192 1.615 -0.038
C -12.378 1.313 1.178
O -13.134 1.890 2.227
C -14.426 1.963 1.791
O -15.376 2.252 2.499
O -14.515 1.670 0.461
H -13.098 0.841 -0.804
H -12.940 2.585 -0.479
H -12.283 0.238 1.361
H -11.380 1.755 1.131
C -1.870 -6.967 -3.838
C -1.887 -5.786 -4.753
O -2.159 -4.704 -3.882
C -1.761 -5.089 -2.635
O -1.692 -4.342 -1.673
O -1.448 -6.417 -2.604
H -1.177 -7.744 -4.173
H -2.863 -7.409 -3.707
H -0.918 -5.617 -5.235
H -2.658 -5.867 -5.523
```

calculated total energy: -5437.18736 Ha
LUMO energy: -1.57 eV
frontier orbital gap: 8.2262 eV
maximum force: 8.1 eV/Å
net charge: 0

---

Record 2
DFT (wB97M-V/def2-TZVPD) results for a 4-piece molecular cluster, C12H21ClN3O4 overall.

Geometry as XYZ:
```
41
Properties=species:S:1:pos:R:3
Cl -4.346 1.220 -2.488
O -4.713 0.195 -1.594
O -3.007 0.961 -3.020
O -5.375 1.363 -3.495
O -4.303 2.431 -1.781
C -4.906 2.767 5.343
C -6.141 2.240 6.125
C -6.788 1.164 5.263
C -7.643 1.584 4.132
N -8.341 1.928 3.245
H -4.311 3.484 5.908
H -5.234 3.381 4.504
H -4.311 1.914 5.016
H -6.777 3.097 6.349
H -5.754 1.724 7.003
H -7.486 0.557 5.839
H -6.024 0.503 4.852
C 2.522 -4.718 0.370
C 1.093 -4.078 0.471
C 1.108 -2.898 1.428
C 1.815 -3.051 2.761
N 2.380 -3.107 3.745
H 2.675 -5.410 -0.458
H 2.820 -5.144 1.328
H 3.331 -4.002 0.229
H 0.455 -4.881 0.839
H 0.772 -3.859 -0.547
H 0.097 -2.526 1.593
H 1.610 -2.054 0.956
C 5.090 1.637 -4.559
C 6.324 0.773 -4.682
C 7.078 0.812 -6.042
C 7.229 2.103 -6.735
N 7.375 3.138 -7.280
H 4.465 1.360 -5.408
H 5.262 2.712 -4.606
H 4.506 1.447 -3.658
H 6.044 -0.253 -4.443
H 7.016 0.908 -3.850
H 6.380 0.314 -6.716
H 8.014 0.263 -5.937
```

calculated total energy: -1395.01243 Ha
LUMO energy: 1.96 eV
frontier orbital gap: 7.4007 eV
maximum force: 3.6 eV/Å
relative energy (zero: lowest compared OMol25 entry of this formula, charge and spin): 181.5 kJ/mol
net charge: -1

---

Record 3
DFT (wB97M-V/def2-TZVPD) results for C27H30IN4O3RuS2 as an isolated structure.

Geometry as XYZ:
```
68
Properties=species:S:1:pos:R:3
Ru 0.436 0.504 -0.641
C -2.160 3.939 -0.002
C -1.046 3.070 -0.495
N -1.207 1.800 -0.760
N -2.539 1.364 -0.716
C -2.607 0.086 -0.660
S -1.206 -0.974 -0.567
S -4.219 -0.649 -0.634
C -4.127 -1.398 1.031
C -4.004 -0.379 2.126
C -2.747 0.028 2.567
C -2.622 1.009 3.540
C -3.755 1.593 4.088
C -5.012 1.186 3.662
C -5.134 0.208 2.687
C 0.257 3.667 -0.758
C 0.536 4.966 -0.303
C 1.707 5.605 -0.638
C 2.630 4.954 -1.461
C 2.396 3.676 -1.915
C 1.229 3.005 -1.547
O 1.056 1.746 -1.983
H -3.117 3.439 -0.083
H -2.182 4.889 -0.532
H -1.965 4.146 1.054
H -3.297 -2.105 1.055
H -5.055 -1.964 1.107
H -1.861 -0.430 2.143
H -1.637 1.312 3.874
H -3.660 2.356 4.850
H -5.901 1.629 4.092
H -6.117 -0.099 2.350
H -0.176 5.467 0.338
H 1.915 6.599 -0.268
H 3.553 5.450 -1.733
H 3.116 3.154 -2.530
I 1.032 -5.238 2.842
C 1.545 -3.317 2.238
C 0.703 -2.257 2.522
C 1.033 -0.985 2.064
C 2.176 -0.781 1.300
C 3.045 -1.851 1.083
C 2.736 -3.115 1.544
C 2.505 0.578 0.732
O 3.563 0.745 0.145
O 1.526 1.453 0.856
H -0.202 -2.411 3.096
H 0.414 -0.134 2.313
H 3.975 -1.656 0.560
H 3.407 -3.946 1.369
C 1.200 -3.553 -3.966
C 1.637 -2.957 -2.631
C 3.082 -3.369 -2.341
C 0.722 -3.457 -1.517
N 1.620 -1.500 -2.858
N 1.943 -0.663 -1.730
H 1.193 -4.642 -3.901
H 1.876 -3.251 -4.766
H 0.189 -3.228 -4.223
H 3.205 -4.439 -2.519
H 3.362 -3.189 -1.302
H 3.771 -2.829 -2.991
H 0.905 -4.519 -1.340
H -0.327 -3.327 -1.779
H 0.909 -2.933 -0.578
H 0.724 -1.172 -3.204
H 2.338 0.188 -2.130
H 2.713 -1.094 -1.222
```

calculated total energy: -2680.54524 Ha
multiplicity: 2
LUMO energy (alpha / beta): -0.99 / -0.76 eV
frontier orbital gap (alpha / beta): 7.1134 / 7.5025 eV
maximum force: 1.8 eV/Å
relative energy (zero: lowest compared OMol25 entry of this formula, charge and spin): 73.3 kJ/mol
net charge: 0

---

Record 4
DFT (wB97M-V/def2-TZVPD) results for C13H16F5O2S2Se2Ti as an isolated structure.

Geometry as XYZ:
```
41
Properties=species:S:1:pos:R:3
Ti 0.004 0.136 -0.121
O 4.266 -0.648 3.372
C 3.765 0.603 2.961
C 2.600 0.331 1.989
C 2.163 1.698 1.458
O 0.839 1.630 0.863
C 1.479 -0.328 2.805
Se 0.056 -1.275 1.801
C 3.126 -0.587 0.873
Se 2.243 -0.361 -0.872
H 5.033 -0.523 3.938
H 4.534 1.189 2.441
H 3.403 1.192 3.813
H 2.855 2.049 0.693
H 2.127 2.418 2.275
H 0.258 2.297 1.253
H 0.967 0.406 3.427
H 1.921 -1.083 3.450
H 3.007 -1.630 1.157
H 4.181 -0.397 0.690
F -6.373 -1.836 -1.139
C -5.350 -1.039 -0.898
C -4.071 -1.556 -0.785
F -3.833 -2.855 -0.923
C -3.033 -0.687 -0.530
F -1.765 -1.220 -0.409
C -3.176 0.681 -0.389
S -1.821 1.729 -0.097
C -4.474 1.173 -0.515
F -4.689 2.475 -0.397
C -5.545 0.331 -0.761
F -6.764 0.828 -0.873
C 0.513 0.745 -3.798
S -0.562 -0.154 -2.663
C -0.070 -1.877 -2.970
H 1.555 0.498 -3.609
H 0.334 1.805 -3.632
H 0.234 0.480 -4.815
H -0.598 -2.250 -3.844
H -0.343 -2.463 -2.096
H 1.004 -1.924 -3.121
```

calculated total energy: -7603.27844 Ha
LUMO energy: -4.46 eV
frontier orbital gap: 6.9024 eV
maximum force: 0.9 eV/Å
relative energy (zero: lowest compared OMol25 entry of this formula, charge and spin): 47.2 kJ/mol
net charge: +1

---

Record 5
DFT (wB97M-V/def2-TZVPD) results for a 2-piece molecular cluster, C3H6N3 overall.

Geometry as XYZ:
```
12
Properties=species:S:1:pos:R:3
C -2.346 -0.952 -0.105
C 1.578 -0.990 -0.107
C -0.068 0.972 -0.153
N -1.892 0.035 0.297
N 0.777 0.211 -0.357
N -0.564 2.137 -0.162
H -2.686 -1.949 -0.233
H 1.179 -1.957 -0.415
H 1.682 -1.093 0.944
H 2.631 -0.895 -0.532
H -1.551 2.234 0.027
H 0.046 2.855 0.121
```

calculated total energy: -281.84906 Ha
LUMO energy: -4.01 eV
frontier orbital gap: 11.5502 eV
maximum force: 2.9 eV/Å
relative energy (zero: lowest compared OMol25 entry of this formula, charge and spin): 180.7 kJ/mol
net charge: +1

---

Record 6
DFT (wB97M-V/def2-TZVPD) results for C19H7Cl3F5NaO3SSe as an isolated structure.

Geometry as XYZ:
```
40
Properties=species:S:1:pos:R:3
Na 0.172 -0.124 -0.289
Cl -5.405 3.651 -3.328
C -3.865 2.932 -2.887
C -3.811 2.006 -1.857
C -2.594 1.455 -1.527
Cl -2.553 0.284 -0.222
C -1.349 1.758 -2.167
O -0.248 1.240 -1.849
C -1.515 2.718 -3.213
Cl -0.085 3.195 -4.091
C -2.717 3.292 -3.568
H -4.704 1.719 -1.320
H -2.751 4.014 -4.372
O 4.839 2.569 7.344
C 5.113 2.454 6.008
O 6.239 2.674 5.636
C 3.992 2.059 5.140
C 4.263 1.707 3.809
C 3.255 1.329 2.956
C 1.899 1.288 3.360
S 0.625 0.842 2.301
C 1.645 1.649 4.701
C 2.655 2.020 5.558
H 3.931 2.278 7.493
H 5.288 1.733 3.462
H 3.486 1.051 1.935
H 0.620 1.639 5.048
H 2.358 2.310 6.564
F 3.494 -7.633 -0.272
C 2.627 -6.606 -0.362
C 1.361 -6.704 0.186
F 0.997 -7.842 0.811
C 0.478 -5.642 0.091
F -0.730 -5.826 0.647
C 0.792 -4.442 -0.546
Se -0.452 -3.005 -0.690
C 2.078 -4.386 -1.085
F 2.500 -3.287 -1.728
C 2.982 -5.430 -1.003
F 4.208 -5.318 -1.545
```

calculated total energy: -5795.96658 Ha
LUMO energy: 3.92 eV
frontier orbital gap: 6.1638 eV
maximum force: 0.7 eV/Å
relative energy (zero: lowest compared OMol25 entry of this formula, charge and spin): 0.0 kJ/mol
net charge: -2

---

Record 7
DFT (wB97M-V/def2-TZVPD) results for a 13-piece molecular cluster, C21H28Cl36FINO overall.

Geometry as XYZ:
```
89
Properties=species:S:1:pos:R:3
C -2.378 -0.473 0.293
C -3.007 -1.868 -0.216
C -4.047 -2.541 0.796
I -5.109 -1.039 2.075
C -5.086 -3.542 0.070
C -5.907 -2.603 -0.936
C -7.499 -2.694 -0.882
C -8.133 -1.582 0.104
N -9.036 -1.887 1.227
O -7.887 -0.369 -0.103
C -5.983 -4.182 1.218
C -6.506 -5.611 0.658
F -5.216 -4.546 2.414
H -2.935 0.432 -0.116
H -1.328 -0.424 -0.177
H -2.224 -0.420 1.416
H -2.117 -2.595 -0.289
H -3.382 -1.725 -1.277
H -3.405 -3.123 1.553
H -5.596 -2.920 -2.002
H -5.630 -1.485 -0.881
H -7.887 -2.394 -1.926
H -7.935 -3.719 -0.673
H -9.902 -2.347 0.924
H -8.572 -2.386 1.993
H -6.827 -3.524 1.606
H -7.288 -6.086 1.336
H -6.897 -5.552 -0.405
H -5.581 -6.293 0.713
C -0.406 2.132 -1.910
Cl -0.354 2.254 -0.144
Cl 1.119 1.486 -2.541
Cl -1.761 1.121 -2.422
H -0.549 3.128 -2.317
C 3.506 2.343 1.565
Cl 3.007 2.253 -0.129
Cl 2.608 1.168 2.535
Cl 5.250 2.073 1.717
H 3.280 3.337 1.935
C 9.333 1.895 1.862
Cl 8.139 0.591 1.883
Cl 9.354 2.693 0.282
Cl 8.997 3.066 3.145
H 10.314 1.464 2.041
C 5.087 0.200 -3.947
Cl 5.726 1.450 -5.025
Cl 4.870 0.838 -2.313
Cl 3.560 -0.439 -4.573
H 5.806 -0.615 -3.904
C 4.208 -1.907 4.442
Cl 4.845 -0.646 3.379
Cl 3.985 -1.282 6.083
Cl 2.684 -2.542 3.807
H 4.929 -2.721 4.481
C 8.589 -1.738 5.217
Cl 7.240 -2.860 4.989
Cl 9.257 -1.891 6.847
Cl 9.844 -2.020 4.002
H 8.214 -0.724 5.093
C 13.031 2.630 -0.009
Cl 14.041 2.138 -1.375
Cl 12.780 1.273 1.099
Cl 13.758 4.000 0.842
H 12.063 2.941 -0.393
C 0.211 4.329 3.036
Cl 1.886 4.182 3.592
Cl -0.825 3.164 3.869
Cl -0.383 5.978 3.281
H 0.184 4.110 1.970
C -2.279 3.940 -5.148
Cl -1.354 2.956 -6.290
Cl -3.445 2.941 -4.270
Cl -1.193 4.776 -4.025
H -2.828 4.692 -5.710
C 1.039 5.987 -8.090
Cl 0.241 6.203 -6.526
Cl 2.608 5.196 -7.884
Cl 0.013 5.054 -9.189
H 1.205 6.968 -8.528
C 2.335 -5.002 0.786
Cl 0.751 -4.241 0.980
Cl 2.610 -5.445 -0.905
Cl 3.615 -3.925 1.365
H 2.355 -5.909 1.385
C -11.854 0.847 0.329
Cl -13.020 -0.486 0.334
Cl -11.831 1.646 -1.249
Cl -12.235 2.009 1.608
H -10.863 0.438 0.522
```

calculated total energy: -17911.27528 Ha
LUMO energy: 1.20 eV
frontier orbital gap: 3.9302 eV
maximum force: 4.1 eV/Å
relative energy (zero: lowest compared OMol25 entry of this formula, charge and spin): 0.0 kJ/mol
net charge: -1